# C44H38ClOP2Pd

A molecular structure, C44H38ClOP2Pd at a distorted geometry (wB97M-V/def2-TZVPD, the OMol25 dataset).

Cartesian coordinates (Å):
1 Pd 0.02971 0.07082 0.10267
2 P -0.31181 2.38040 -0.64175
3 C -1.74444 0.02754 1.01781
4 O -2.80043 0.14399 1.48303
5 P -0.28992 -2.27699 -0.29023
6 C -0.28223 3.35873 0.88024
7 C -1.92259 2.79917 -1.39095
8 C 0.91726 3.17355 -1.76668
9 C 1.24300 -3.23079 -0.62247
10 C -0.99260 -3.12038 1.15104
11 C -1.47402 -2.70036 -1.63876
12 C 0.88929 3.99192 1.33518
13 C 0.89978 4.61633 2.58690
14 C -0.24221 4.59070 3.39354
15 C -1.39593 3.93200 2.95651
16 C -1.42487 3.34605 1.69216
17 H 1.77492 4.03722 0.69585
18 H 1.80290 5.12529 2.92799
19 H -0.23555 5.08202 4.36843
20 H -2.28850 3.89359 3.58211
21 H -2.34856 2.90813 1.30808
22 C 2.28075 2.82988 -1.65287
23 C 3.26248 3.48399 -2.39327
24 C 2.90074 4.46500 -3.31996
25 C 1.54640 4.76383 -3.51367
26 C 0.56211 4.14256 -2.73149
27 H 2.58974 2.05912 -0.94589
28 H 4.30629 3.21508 -2.23909
29 H 3.66826 4.98524 -3.89383
30 H 1.24990 5.50471 -4.26541
31 H -0.48229 4.44127 -2.86921
32 C -2.54302 4.04989 -1.18700
33 C -3.72821 4.36463 -1.86236
34 C -4.30390 3.43966 -2.74032
35 C -3.70373 2.18920 -2.93238
36 C -2.50310 1.88109 -2.28623
37 H -2.11515 4.77835 -0.49256
38 H -4.20203 5.33686 -1.70682
39 H -5.21337 3.69250 -3.28878
40 H -4.15982 1.44662 -3.59289
41 H -2.01410 0.92085 -2.47364
42 C -2.30019 -3.62303 1.15783
43 C -2.79520 -4.24466 2.30802
44 C -2.00718 -4.32206 3.45990
45 C -0.71070 -3.78968 3.46333
46 C -0.18856 -3.21998 2.30287
47 H -2.92882 -3.54047 0.27234
48 H -3.80832 -4.65422 2.30366
49 H -2.39513 -4.80802 4.35930
50 H -0.09794 -3.82936 4.36535
51 H 0.83323 -2.82478 2.29154
52 C 2.27608 -2.63906 -1.37684
53 C 3.49481 -3.30196 -1.54032
54 C 3.65181 -4.61271 -1.07458
55 C 2.60457 -5.23381 -0.38542
56 C 1.41106 -4.54779 -0.14643
57 H 2.12351 -1.65860 -1.84647
58 H 4.32289 -2.78627 -2.03371
59 H 4.58841 -5.14678 -1.25561
60 H 2.71427 -6.26042 -0.03782
61 H 0.61792 -5.03440 0.42687
62 C -1.28117 -3.81256 -2.48750
63 C -2.24394 -4.11266 -3.46175
64 C -3.39113 -3.32062 -3.59649
65 C -3.60295 -2.24275 -2.72691
66 C -2.66431 -1.94482 -1.73602
67 H -0.38705 -4.44051 -2.38419
68 H -2.09843 -4.97880 -4.11350
69 H -4.12830 -3.54991 -4.36798
70 H -4.49610 -1.62409 -2.81398
71 H -2.85340 -1.13794 -1.01063
72 H 0.67602 -0.28061 -1.81895
73 H -0.07387 0.08356 -1.61007
74 Cl 5.00679 0.09705 1.40140
75 C 3.76247 -0.15739 2.56304
76 C 4.10003 -0.52240 3.86548
77 C 3.09745 -0.77002 4.81740
78 C 1.76014 -0.71237 4.42880
79 C 1.41205 -0.32094 3.13888
80 C 2.39265 0.01886 2.19926
81 C 1.98713 0.56678 0.89359
82 H 5.14523 -0.54852 4.16044
83 H 3.37006 -0.99743 5.85543
84 H 0.96781 -0.91016 5.14972
85 H 0.34387 -0.27645 2.85725
86 H 1.99873 1.67430 0.97237
87 H 2.59250 0.15915 0.06810

Computed properties:
2S+1 ... 5
LUMO (alpha / beta) ... -8.248 / -12.525 eV
Electronic energy ... -3044.34122 Eh
Net charge ... +3
<S²> ... 6.04

These are the Löwdin partial charges, in e, on atoms 1 to 2: 0.398 1.072



# C44H38F3MnN9O5Te

A molecular structure, C44H38F3MnN9O5Te (wB97M-V/def2-TZVPD, the OMol25 dataset).

Cartesian coordinates (Å):
1 Mn -0.15575 0.35720 -0.22958
2 N -2.04118 1.14020 2.49553
3 C -0.79468 0.76356 2.81627
4 N -0.48494 0.66234 4.10391
5 C 0.79582 0.42068 4.36613
6 N 1.15576 0.22307 5.63832
7 N 1.78312 0.37769 3.43874
8 C 1.35918 0.42584 2.20206
9 N 0.07634 0.51132 1.80989
10 C 2.36656 0.44200 1.11214
11 C 3.72240 0.43426 1.37032
12 C 4.59615 0.51923 0.29487
13 C 4.08162 0.60217 -0.98537
14 C 2.70520 0.59098 -1.16195
15 N 1.86667 0.51765 -0.13048
16 H -2.61039 1.46247 3.26207
17 H -2.18644 1.56755 1.59430
18 H 0.47904 0.38741 6.36354
19 H 2.13385 0.20348 5.86837
20 H 4.06420 0.38005 2.39282
21 H 5.66479 0.52846 0.45950
22 H 4.72438 0.67750 -1.85030
23 H 2.26693 0.64069 -2.14812
24 O -0.20284 2.73046 -6.64407
25 C 0.05541 1.54875 -6.39518
26 O 0.32491 0.57497 -7.10904
27 C -0.02524 1.20330 -4.89158
28 C -0.03988 -0.12038 -4.46950
29 C -0.11229 -0.42097 -3.12353
30 N -0.14961 0.54737 -2.20400
31 C -0.13816 1.83634 -2.59581
32 C -0.08724 2.20203 -3.92092
33 C -0.22190 2.80212 -1.45012
34 O -0.19652 3.99360 -1.55933
35 O -0.36547 2.18019 -0.26776
36 H 0.02148 -0.89167 -5.22568
37 H -0.11235 -1.43544 -2.74933
38 H -0.09811 3.24206 -4.21910
39 F -6.87754 -0.62448 0.85545
40 C -6.38894 -0.68671 -0.39472
41 F -6.64002 -1.91918 -0.86006
42 F -7.06011 0.18608 -1.14395
43 C -4.90064 -0.41360 -0.38956
44 C -4.35067 0.64021 -1.09473
45 C -2.98041 0.83349 -1.03052
46 N -2.17537 0.04305 -0.30976
47 C -2.71988 -0.97481 0.37382
48 C -4.07278 -1.23945 0.35438
49 H -4.96013 1.30436 -1.68920
50 H -2.51598 1.64361 -1.57227
51 H -2.04528 -1.57399 0.96968
52 H -4.46760 -2.06628 0.92907
53 C -6.06122 -4.03439 5.10508
54 C -4.77603 -4.17219 4.34250
55 C -4.69243 -4.98147 3.21825
56 C -3.50956 -5.12278 2.50095
57 C -3.51329 -6.01674 1.28593
58 C -2.38564 -4.41448 2.94321
59 Te -0.61827 -4.79629 1.89674
60 N -0.38096 -2.93427 1.28920
61 C 0.12500 -2.72708 0.10389
62 O 0.21452 -1.54420 -0.35900
63 C 0.60012 -3.80602 -0.81566
64 C 1.96173 -4.01536 -1.00089
65 C 2.39383 -5.02633 -1.84645
66 C 1.47002 -5.81548 -2.51693
67 C 0.11101 -5.59300 -2.34724
68 C -0.32672 -4.59299 -1.49160
69 C 0.72282 -5.05087 3.49858
70 C 0.42318 -6.22484 4.18690
71 C 1.20887 -6.63164 5.25063
72 C 2.30786 -5.86423 5.60578
73 C 2.60496 -4.70895 4.90342
74 C 1.82901 -4.26982 3.83085
75 C 2.24742 -3.02175 3.10217
76 C -2.43696 -3.56733 4.05876
77 C -1.26769 -2.76024 4.54812
78 C -3.64325 -3.46744 4.73657
79 H -6.80700 -4.74725 4.76048
80 H -6.47232 -3.03104 4.98627
81 H -5.89780 -4.19513 6.17051
82 H -5.57284 -5.51627 2.88350
83 H -4.53449 -6.15864 0.93772
84 H -3.10415 -7.00486 1.50803
85 H -2.94586 -5.60331 0.44877
86 H 2.68101 -3.37599 -0.50423
87 H 3.45266 -5.19036 -1.99132
88 H 1.80973 -6.59757 -3.18135
89 H -0.60869 -6.19182 -2.88852
90 H -1.38838 -4.40697 -1.36854
91 H -0.43653 -6.82732 3.90894
92 H 0.96657 -7.53626 5.78984
93 H 2.93820 -6.16779 6.43006
94 H 3.46734 -4.11935 5.18862
95 H 2.85852 -2.39733 3.75256
96 H 1.40290 -2.43418 2.75112
97 H 2.85179 -3.27376 2.22704
98 H -0.58404 -2.50775 3.73927
99 H -0.71249 -3.29858 5.31885
100 H -1.61945 -1.82414 4.98021
101 H -3.70071 -2.81156 5.59767

Computed properties:
2S+1 ... 3
LUMO (alpha / beta) ... -3.535 / -3.692 eV
Electronic energy ... -4287.08417 Eh
Net charge ... +1
<S²> ... 2.02

These are the Löwdin partial charges, in e, on atoms 1 to 2: 0.786 0.211